(1)
# CH3NOS3

A structure of composition CH3NOS3 in a non-equilibrium geometry (ωB97M-V/def2-TZVPD, OMol25).

Each line ends with the Löwdin charge.
Geometry (Å):
C: 0.41611 0.00838 0.25138  -1.0940
N: 1.68170 -0.59870 -0.15008  -0.8683
O: 1.58690 -1.80538 -0.36126  -0.1190
S: 3.06107 0.21642 -0.21132  0.7275
S: -1.05065 -0.78535 -0.42643  0.7405
S: 0.60824 1.77938 -0.04767  0.6114
H: 0.47487 -0.05495 1.65178  0.2003
H: -0.29132 -1.77767 -0.92867  -0.1146
H: -0.42832 1.81809 -1.03776  -0.0838

Calculated values
frontier orbital gap (spin up / spin down)	7.48 / 7.48	eV
calculated total energy	-1364.3027	Eh
E_HOMO (spin up / spin down)	-8.92 / -8.92	eV
F_max	4.86	eV Å⁻¹
energy above the lowest of the compared OMol25 structures with the same formula, charge and spin	303.46	kJ/mol

(2)
# C19H21N5O3S2

The molecule C19H21N5O3S2 in a non-equilibrium geometry (ωB97M-V/def2-TZVPD, OMol25).

Each line ends with the Löwdin charge.
Geometry (Å):
O: -0.58208 -5.18329 0.49320  0.0631
C: 0.03211 -4.16171 0.05464  -0.2367
N: 1.39800 -3.88184 0.24746  0.1051
C: 2.08159 -2.93780 -0.05730  -0.7520
N: 1.85193 -2.24193 -1.14638  0.0863
N: 2.64968 -1.17104 -0.98712  -0.0509
C: 3.51598 -1.26438 0.03701  -0.8858
S: 4.70858 0.18561 0.05338  0.8356
C: 3.57710 1.08432 1.25775  -0.3700
H: 3.77738 0.54570 2.32270  0.1189
H: 3.92603 2.28575 1.39733  0.1416
C: 2.08012 1.03091 0.79425  -0.5128
O: 1.45396 -0.04695 1.32454  -0.0999
N: 1.83063 1.78612 -0.09117  0.0031
C: 2.61618 2.62507 -0.99706  -0.2093
C: 1.71305 2.93250 -1.97659  -0.2590
H: 2.01378 2.06730 -2.83077  0.2013
C: 0.31623 2.75685 -1.50855  -0.2078
C: 0.56978 1.70428 -0.74175  -0.2540
H: 0.35027 0.71074 -1.12705  0.1485
H: -0.31506 1.58059 0.03924  0.1710
H: -0.05963 3.78368 -0.85802  0.2013
H: -0.37471 2.77181 -2.33102  0.1285
H: 1.92957 4.00802 -2.31900  0.1501
H: 2.79467 3.71213 -0.50800  0.1715
H: 3.67409 2.22684 -1.14582  0.1088
S: 3.45819 -2.72117 0.93178  1.1395
H: 1.70445 -4.54718 0.79275  0.0897
C: -0.93083 -3.01074 -0.42306  -0.2003
C: -1.01528 -1.92013 0.60489  -0.0144
N: -2.24573 -1.09118 0.05157  0.0707
C: -3.05863 -2.00314 -0.84369  -0.3349
O: -4.07610 -1.65421 -1.15706  0.1809
C: -2.30627 -3.41216 -0.97021  0.0336
H: -2.41859 -3.67758 -1.97708  0.1243
H: -2.67100 -3.85413 -0.26649  0.0220
C: -2.55271 0.07906 0.41346  -0.2587
C: -3.49893 0.90094 0.18245  -0.1289
C: -3.80342 2.19023 0.40826  -0.0760
C: -3.28121 2.75924 1.62624  0.0835
C: -2.17365 1.75451 2.35845  -0.0709
C: -2.09814 0.63398 1.97453  -0.0225
H: -1.33794 -0.07932 2.30078  0.1008
H: -1.81298 2.05326 3.11669  -0.0033
H: -3.49820 3.68193 1.82599  0.0010
H: -4.34350 2.69500 -0.14943  0.0145
H: -3.90686 0.40185 -0.92422  0.1723
H: -0.07830 -1.33201 0.63397  0.1062
H: -1.17514 -2.24804 1.41638  0.0239
H: -0.40845 -2.50826 -1.32283  0.1510

Calculated values
frontier orbital gap	7.30	eV
calculated total energy	-2031.8643	Eh
E_HOMO	-7.39	eV
F_max	16.46	eV Å⁻¹
energy above the lowest of the compared OMol25 structures with the same formula, charge and spin	1843.86	kJ/mol